# 1
{"formula": "C3H10O3", "method": "ωB97M-V with the def2-TZVPD basis set", "symbols": ["C", "C", "C", "O", "H", "H", "H", "H", "H", "H", "O", "H", "H", "O", "H", "H"], "positions_angstrom": [[-0.42971, -0.37908, 1.68805], [0.32900, 0.61648, 1.10782], [-0.13092, 1.64799, 0.05115], [1.63455, 0.32139, 0.93172], [-1.47067, -0.25431, 1.89597], [0.12280, -1.27384, 1.88900], [-1.19648, 1.35788, -0.15917], [-0.42129, 2.53704, 0.68163], [0.65409, 1.63096, -0.73460], [1.89997, -0.01557, 1.76637], [0.94628, -1.10967, -1.32421], [1.31861, -0.94611, -0.47318], [1.62800, -1.34661, -1.93670], [-1.84923, -0.59402, -1.82015], [-2.17237, -1.50789, -1.86898], [-0.86263, -0.68462, -1.69473]], "forces_ev_per_angstrom": [[1.461, 2.670, -0.753], [-3.137, -2.297, -1.631], [-1.872, -0.381, 3.207], [1.438, 0.772, -0.462], [-0.358, -0.189, -0.073], [-0.139, -0.476, 0.705], [1.344, -0.163, -0.984], [1.396, 0.183, -1.248], [-1.063, 0.706, 0.420], [0.926, -0.738, 1.056], [-1.325, -0.240, -0.895], [0.733, 0.308, 0.932], [0.632, -0.133, -0.295], [1.000, -0.448, 0.094], [0.208, 0.446, 0.039], [-1.244, -0.018, -0.111]], "spin_multiplicity": 1, "e_above_lowest_kj_mol": 138.99, "total_charge": 0}

=====

# 2
{"formula": "C14H16N6O4", "method": "ωB97M-V with the def2-TZVPD basis set", "symbols": ["C", "N", "C", "C", "C", "N", "C", "C", "C", "H", "H", "H", "H", "H", "H", "H", "H", "H", "H", "H", "H", "H", "H", "N", "C", "C", "C", "C", "N", "O", "O", "N", "C", "C", "N", "O", "O", "C", "H", "H"], "positions_angstrom": [[-2.29844, 1.60973, -1.07162], [-0.93407, 1.73793, -1.50325], [-0.74537, 1.93140, -2.91869], [0.58166, 2.57043, -3.22535], [1.67893, 1.82889, -2.51109], [1.36889, 1.59138, -1.12009], [2.50756, 1.32940, -0.27893], [0.09197, 1.45725, -0.63786], [-0.18224, 1.02085, 0.65667], [-2.46109, 2.13203, -0.12363], [-2.93744, 2.06107, -1.84307], [-2.59956, 0.55959, -0.94226], [-0.81850, 0.96053, -3.43790], [-1.57237, 2.55929, -3.26916], [0.76070, 2.54533, -4.30304], [0.57040, 3.61240, -2.90083], [1.85646, 0.86395, -3.01607], [2.61943, 2.39288, -2.54773], [2.36161, 1.75675, 0.71659], [2.71298, 0.25281, -0.16837], [3.39159, 1.79270, -0.74078], [0.64882, 0.71592, 1.29022], [-1.14853, 1.26002, 1.09753], [-3.62803, -0.11683, 3.58061], [-2.69339, -0.68276, 3.16098], [-1.58086, -1.39693, 2.57451], [-1.37169, -1.34201, 1.17778], [-0.39673, -2.15797, 0.61246], [0.02017, -2.25079, -0.71295], [-0.36350, -1.73955, -1.76156], [1.10097, -3.16560, -0.70940], [1.38627, -3.59622, 0.56802], [0.46098, -2.97756, 1.36408], [0.35156, -2.93832, 2.80761], [1.35615, -3.51278, 3.67867], [2.38774, -4.04200, 3.21998], [1.12606, -3.42083, 4.91160], [-0.69880, -2.17730, 3.37051], [-2.04442, -0.80051, 0.50691], [-0.86585, -2.22459, 4.44887]], "forces_ev_per_angstrom": [[-0.289, -0.026, 0.086], [0.116, 0.635, 0.182], [-0.219, -0.345, -0.331], [0.012, 0.340, -0.056], [0.273, -0.537, -0.320], [-0.167, 0.295, 0.207], [0.286, -0.156, 0.193], [-0.246, -0.575, 0.478], [0.442, 0.399, -0.440], [-0.099, -0.011, -0.195], [0.103, -0.176, 0.372], [-0.001, 0.146, -0.089], [-0.018, 0.119, -0.025], [0.219, -0.102, -0.096], [0.006, 0.068, 0.095], [-0.007, 0.040, -0.001], [0.048, 0.126, -0.015], [-0.219, -0.095, -0.067], [0.055, -0.015, -0.129], [-0.032, 0.143, 0.011], [-0.281, -0.153, 0.240], [-0.414, 0.319, -0.001], [0.485, -0.244, -0.051], [2.022, -1.158, -0.831], [-1.506, 0.883, 0.530], [0.357, -0.273, -1.427], [-1.513, 0.546, 0.467], [1.009, -0.353, -1.564], [-0.383, -0.183, 1.096], [0.527, -0.560, 1.249], [-0.945, 0.712, 0.205], [-1.671, 1.196, 1.030], [2.306, -0.949, -0.595], [-1.257, 1.160, -0.143], [1.190, -0.945, 2.064], [-2.318, 1.166, 0.322], [0.419, -0.175, -2.272], [1.099, -1.103, -0.340], [0.277, -0.276, 0.522], [0.335, 0.118, -0.359]], "e_tot_ha": -1172.25896, "spin_multiplicity": 1, "total_charge": 0}

=====

# 3
{"formula": "C4H6I2", "method": "ωB97M-V with the def2-TZVPD basis set", "symbols": ["C", "C", "C", "C", "I", "I", "H", "H", "H", "H", "H", "H"], "positions_angstrom": [[1.37463, -0.33199, 1.91892], [2.23713, 0.34273, 1.17750], [-1.55049, -0.03322, -0.51890], [-1.94387, 0.45437, -1.83333], [3.34479, -0.41290, -0.47440], [-2.10963, -1.93283, -0.10845], [0.74964, -0.00340, 2.78721], [1.44478, -1.40070, 2.01545], [2.40508, 1.33012, 1.30735], [-2.42376, 1.48167, -1.68618], [-2.56730, -0.23501, -2.41812], [-0.96101, 0.74115, -2.16707]], "forces_ev_per_angstrom": [[0.426, -0.770, 1.566], [-0.828, -2.555, -0.313], [0.313, 0.954, 0.803], [-1.507, 0.554, 0.868], [-0.369, 0.055, 0.758], [-0.206, -0.713, 0.013], [0.759, 0.733, -1.115], [-0.338, -0.577, -0.954], [0.320, 3.103, 0.037], [0.425, -1.264, -0.133], [0.409, 0.523, -0.502], [0.594, -0.043, -1.027]], "spin_multiplicity": 1, "e_above_lowest_kj_mol": 363.74, "total_charge": 0}

=====

# 4
{"formula": "C20H31N5O4", "method": "ωB97M-V with the def2-TZVPD basis set", "symbols": ["C", "C", "C", "C", "N", "N", "C", "C", "C", "O", "N", "C", "C", "C", "N", "C", "C", "O", "C", "C", "O", "N", "C", "C", "C", "C", "C", "C", "O", "H", "H", "H", "H", "H", "H", "H", "H", "H", "H", "H", "H", "H", "H", "H", "H", "H", "H", "H", "H", "H", "H", "H", "H", "H", "H", "H", "H", "H", "H", "H"], "positions_angstrom": [[-2.89678, 3.69058, -3.45756], [-1.80401, 2.97570, -2.67011], [-1.39034, 1.66344, -3.32834], [-2.25069, 2.76242, -1.21079], [-1.27308, 3.19662, -0.22758], [-0.04020, 2.52460, -0.22010], [0.89747, 3.43374, 0.24132], [2.28238, 2.95686, 0.54926], [3.28645, 4.00461, 0.09731], [3.75458, 4.83377, 0.85398], [3.60713, 3.96027, -1.21379], [2.96718, 3.34297, -2.38257], [3.84640, 4.26384, -3.26947], [3.14699, 5.09355, -4.32518], [2.83186, 4.32057, -5.52100], [3.95187, 3.92074, -6.35888], [1.55994, 3.88885, -5.72968], [0.64593, 4.18192, -4.96671], [1.36349, 3.03409, -6.96996], [0.00560, 2.38765, -7.22779], [-0.04233, 1.35170, -7.86389], [-1.08417, 3.06553, -6.80050], [-2.39756, 2.52650, -6.98803], [-3.50779, 3.49978, -7.23826], [-3.00888, 2.61884, -8.34970], [4.27288, 5.00750, -1.98082], [0.37177, 4.66965, 0.31457], [-1.03368, 4.56817, -0.06391], [-1.87489, 5.42375, -0.26184], [-3.80983, 3.08770, -3.48741], [-3.13588, 4.64958, -2.99677], [-2.59261, 3.86938, -4.48924], [-0.92817, 3.63254, -2.65024], [-2.24744, 0.98903, -3.41676], [-0.98978, 1.83582, -4.32816], [-0.62156, 1.15676, -2.74097], [-3.14084, 3.35079, -0.99221], [-2.49203, 1.71405, -1.01832], [-0.08305, 1.64423, 0.28215], [2.41170, 2.82324, 1.62293], [2.46098, 2.00356, 0.04762], [3.13560, 2.26950, -2.47630], [1.89744, 3.55668, -2.46037], [4.68550, 3.71774, -3.70250], [2.21772, 5.50295, -3.93335], [3.78817, 5.92900, -4.62159], [4.27804, 2.89587, -6.16346], [3.71209, 4.01229, -7.41604], [4.78717, 4.58742, -6.15256], [1.58228, 3.64972, -7.84800], [2.08779, 2.22003, -6.98543], [-0.91880, 3.74776, -6.07018], [-2.62211, 1.64105, -6.40407], [-4.47120, 3.28960, -6.79635], [-3.24102, 4.54743, -7.27271], [-2.40304, 3.07476, -9.11941], [-3.62626, 1.79574, -8.67838], [3.79651, 5.98366, -1.84938], [5.34102, 5.09986, -1.79173], [0.88469, 5.58229, 0.56584]], "forces_ev_per_angstrom": [[-0.040, -0.071, -0.028], [0.062, 0.050, 0.010], [-0.014, 0.004, 0.003], [-0.058, 0.071, -0.008], [0.038, -0.049, 0.007], [-0.003, -0.004, -0.005], [0.008, 0.004, 0.003], [-0.009, -0.006, 0.008], [-0.006, 0.004, -0.010], [0.001, -0.002, 0.003], [0.017, 0.004, 0.006], [0.001, 0.007, -0.005], [0.005, 0.000, 0.022], [-0.015, 0.016, -0.030], [-0.002, -0.044, 0.011], [0.004, 0.015, -0.008], [0.016, -0.009, 0.003], [0.004, 0.006, 0.011], [-0.004, 0.016, 0.000], [-0.009, -0.004, 0.012], [-0.002, 0.001, -0.003], [0.002, 0.006, -0.002], [0.006, -0.013, -0.009], [0.006, 0.028, 0.016], [0.007, -0.007, 0.002], [-0.020, -0.012, -0.016], [0.003, 0.001, -0.001], [-0.005, -0.017, -0.001], [0.001, 0.005, 0.002], [-0.002, 0.004, 0.002], [0.002, 0.000, 0.002], [0.013, -0.002, -0.002], [-0.002, 0.004, 0.008], [0.005, -0.001, -0.001], [-0.005, 0.006, -0.011], [0.003, -0.003, -0.004], [0.001, -0.001, 0.002], [0.000, 0.000, -0.001], [-0.002, 0.001, 0.000], [0.001, 0.000, -0.001], [0.006, 0.001, 0.001], [-0.002, 0.000, 0.002], [-0.002, -0.008, 0.001], [-0.004, 0.000, -0.003], [-0.003, 0.001, -0.001], [0.000, -0.001, 0.006], [-0.004, 0.004, -0.003], [0.005, -0.001, 0.002], [0.003, -0.002, 0.002], [-0.008, -0.012, -0.009], [0.003, 0.006, 0.000], [-0.003, -0.003, 0.003], [0.001, -0.003, 0.001], [0.000, -0.007, -0.003], [-0.005, 0.001, -0.001], [-0.001, 0.001, 0.000], [-0.002, 0.000, 0.004], [0.013, 0.005, 0.007], [0.000, 0.005, 0.004], [-0.003, 0.001, -0.001]], "spin_multiplicity": 1, "e_above_lowest_kj_mol": 131.77, "total_charge": 0}